Record 1
{"formula": "C4H11NO3", "method": "the ωB97M-V functional and the def2-TZVPD basis", "elements": ["C", "O", "C", "C", "C", "O", "N", "H", "H", "H", "H", "H", "H", "H", "H", "H", "H", "H", "O"], "xyz": [[-1.13, 1.40, 0.38], [-0.06, 2.26, 0.87], [-0.49, 0.24, -0.44], [-1.41, -0.65, -1.07], [-0.69, -1.81, -1.50], [0.17, -2.48, -0.63], [0.53, -0.41, 0.57], [-1.71, 2.17, -0.28], [-1.92, 1.04, 1.11], [0.55, 1.50, 1.25], [0.20, 0.59, -1.21], [0.40, -1.56, -1.57], [-2.44, -0.65, -0.97], [-0.98, -2.51, -2.32], [-0.08, -0.58, 1.31], [0.50, -1.50, 0.07], [2.51, 0.29, 1.41], [2.93, 1.72, 1.23], [3.12, 0.94, 1.77]], "multiplicity": 2, "s_squared": 1.105, "homo_lumo_gap_ev": [6.84, 5.48], "relative_energy_kj_mol": 840.8, "largest_force_ev_per_a": 4.6, "charge": 1, "e_lumo_ev": [-7.81, -9.12]}



Record 2
{"formula": "C4H11NO5", "method": "the ωB97M-V functional and the def2-TZVPD basis", "elements": ["C", "C", "O", "N", "C", "C", "O", "O", "H", "H", "H", "H", "H", "H", "H", "O", "H", "H", "O", "H", "H"], "xyz": [[2.55, -0.12, -0.16], [1.40, -0.94, -0.76], [1.31, -1.07, -1.98], [0.44, -1.44, 0.07], [0.32, -1.34, 1.46], [0.27, 0.08, 1.92], [0.95, 0.71, 2.69], [-0.54, 0.61, 1.03], [2.02, 0.79, 0.24], [3.10, -0.59, 0.61], [3.25, 0.24, -1.00], [-0.33, -1.89, -0.27], [-0.69, -1.67, 1.91], [1.01, -1.94, 2.07], [-0.50, 1.60, 0.98], [-2.67, 2.05, -0.10], [-3.41, 2.07, 0.40], [-2.90, 2.37, -1.07], [-2.15, 0.16, -2.94], [-1.16, 0.15, -3.10], [-2.27, 0.16, -2.01]], "smiles": "CC(=O)NCC(=O)O.O.O", "homo_lumo_gap_ev": 10.21, "relative_energy_kj_mol": 192.0, "largest_force_ev_per_a": 7.0, "charge": 0, "e_lumo_ev": 0.27}



Record 3
{"formula": "C4H11NOS", "method": "the ωB97M-V functional and the def2-TZVPD basis", "elements": ["C", "C", "C", "C", "N", "O", "S", "H", "H", "H", "H", "H", "H", "H", "H", "H", "H", "H"], "xyz": [[0.40, 1.11, -0.60], [0.50, -1.75, -0.61], [1.34, 1.84, -0.07], [2.03, -1.83, -0.49], [-0.40, -0.08, 1.52], [-4.17, -0.19, 0.14], [-0.46, -0.47, -0.26], [-0.03, 1.61, -1.44], [-0.06, -2.53, -1.10], [2.01, 1.70, 0.83], [1.64, 2.74, -0.61], [-4.74, -0.38, 0.87], [2.27, -2.71, -1.17], [2.45, -0.71, -0.76], [2.26, -2.22, 0.54], [-1.15, -0.66, 1.94], [0.51, -0.29, 1.98], [-3.54, 0.35, 0.47]], "homo_lumo_gap_ev": 8.05, "relative_energy_kj_mol": 483.7, "largest_force_ev_per_a": 3.7, "charge": 0, "e_lumo_ev": 0.67}



Record 4
{"formula": "C4H11NOS", "method": "the ωB97M-V functional and the def2-TZVPD basis", "elements": ["N", "C", "C", "O", "C", "C", "S", "H", "H", "H", "H", "H", "H", "H", "H", "H", "H", "H"], "xyz": [[-1.20, 1.52, -0.04], [-0.08, 0.49, -0.15], [1.09, 1.10, 0.73], [1.44, 2.50, 0.42], [-0.39, -0.84, 0.39], [0.13, -2.21, -0.18], [-0.81, -2.15, -1.80], [-1.94, 1.14, -0.82], [-0.66, 2.36, -0.31], [0.16, 0.08, -1.17], [1.99, 0.52, 0.84], [0.62, 0.99, 1.65], [2.10, 2.85, 1.10], [-0.22, -0.84, 1.50], [-1.55, -0.97, 0.54], [-0.01, -3.00, 0.48], [1.20, -2.18, -0.69], [-1.86, -1.36, -2.49]], "smiles": "N[C@@H](CO)CCS", "homo_lumo_gap_ev": 8.83, "relative_energy_kj_mol": 472.1, "largest_force_ev_per_a": 6.5, "charge": 0, "e_lumo_ev": -0.11}



Record 5
{"formula": "C4H11NOS", "method": "the ωB97M-V functional and the def2-TZVPD basis", "elements": ["C", "S", "C", "N", "O", "H", "H", "H", "H", "H", "H", "H", "C", "C", "H", "H", "H", "H"], "xyz": [[-1.07, -1.21, -0.90], [-1.10, 0.46, -0.11], [-2.26, -0.03, 1.36], [0.22, 1.03, -0.01], [-2.47, 1.08, -0.88], [-0.76, -1.35, -1.96], [-0.45, -1.76, -0.27], [-2.10, -1.50, -0.81], [-2.63, 0.93, 1.70], [-3.23, -0.44, 1.22], [-1.51, -0.61, 1.94], [-2.35, 1.92, -1.29], [2.85, -0.26, -0.11], [3.71, 0.72, 0.11], [2.46, -0.55, -1.01], [2.52, -0.82, 0.71], [4.10, 0.94, 1.05], [4.08, 1.44, -0.74]], "smiles": "CS(C)(#N)O.C=C", "homo_lumo_gap_ev": 9.36, "relative_energy_kj_mol": 600.0, "largest_force_ev_per_a": 4.1, "charge": 0, "e_lumo_ev": 0.53}



Record 6
{"formula": "C4H11NOS", "method": "the ωB97M-V functional and the def2-TZVPD basis", "elements": ["C", "C", "C", "S", "C", "N", "O", "H", "H", "H", "H", "H", "H", "H", "H", "H", "H", "H"], "xyz": [[1.73, -0.49, 0.25], [0.70, 0.64, 0.15], [0.71, 1.65, 1.28], [-1.05, -0.52, -0.06], [-1.22, -1.11, -1.88], [-2.20, 0.45, 0.22], [-0.88, -1.73, 0.72], [2.80, -0.20, 0.58], [1.45, -1.21, 1.04], [1.84, -0.79, -0.73], [0.63, 1.32, -0.75], [0.76, 1.29, 2.38], [-0.24, 2.10, 1.23], [1.53, 2.24, 1.07], [-0.64, -0.49, -2.50], [-0.84, -2.07, -1.90], [-2.26, -1.11, -1.95], [-2.81, 0.05, 0.85]], "smiles": "CC(C)[S@](C)(=N)=O", "homo_lumo_gap_ev": 9.64, "relative_energy_kj_mol": 388.0, "largest_force_ev_per_a": 4.5, "charge": 0, "e_lumo_ev": 0.85}



Q: charge of number 3 (C4H11NOS)?
A: 0



Q: The highest charge belongs to which entry?
A: C4H11NO3